# 1
Here is one molecule with the formula C3H6N3O3PS at a distorted geometry from OMol25. Energies are from ωB97M-V/def2-TZVPD.

Atoms and positions in Å:
H -0.11 -2.27 -2.00
N -0.11 -1.29 -1.66
C -0.85 -0.47 -2.30
O -1.10 0.70 -1.63
P -0.38 0.75 -0.18
N -0.92 -0.61 0.67
C -2.23 -0.82 0.93
O -3.06 -0.02 0.67
S 1.57 0.21 -0.70
N 2.41 1.42 0.40
C 2.01 1.41 1.71
O 0.91 1.02 1.99
H -1.49 -0.73 -3.05
H -0.19 -1.19 1.18
H -2.43 -1.71 1.48
H 3.33 1.60 0.03
H 2.64 2.01 2.45

Its LUMO energy is 0.550 eV. As for the HOMO-LUMO gap: 0.322 hartree. As for the HOMO energy: -8.22 eV. The structure (SMILES) is [H]/N=C/OP(NC=O)SNC=O.

***

# 2
Here is C42H53CdN3O2P3S2Si2 as an isolated structure at a distorted geometry from OMol25. Energies are from ωB97M-V/def2-TZVPD.

Atoms and positions in Å:
Cd -0.04 -0.67 -0.49
C -1.05 2.61 -4.60
Si 0.16 2.52 -3.10
C 0.56 4.36 -2.74
C 1.77 1.76 -3.77
N -0.31 1.60 -1.74
P -1.28 1.75 -0.48
C -0.93 0.91 0.98
P 0.65 0.98 1.66
N 1.71 0.00 0.95
Si 3.23 -0.58 1.47
C 4.45 -0.63 -0.01
C 3.02 -2.35 2.19
C 4.22 0.41 2.79
C 0.41 0.31 3.34
C 1.29 0.52 4.40
C 1.15 -0.20 5.57
C 0.18 -1.18 5.69
C -0.68 -1.41 4.62
C -0.57 -0.66 3.47
C 1.47 2.59 1.94
C 1.22 3.43 3.02
C 1.84 4.66 3.11
C 2.72 5.08 2.11
C 2.94 4.26 1.01
C 2.32 3.03 0.92
C -2.92 1.01 -0.87
C -3.78 0.63 0.15
C -4.99 0.03 -0.16
C -5.35 -0.17 -1.48
C -4.49 0.21 -2.49
C -3.28 0.79 -2.19
C -1.75 3.52 -0.34
C -1.11 4.35 0.58
C -1.31 5.72 0.55
C -2.16 6.28 -0.39
C -2.84 5.45 -1.28
C -2.63 4.09 -1.26
H -0.56 3.11 -5.43
H -1.34 1.62 -4.95
H -1.96 3.16 -4.37
H 1.27 4.76 -3.46
H -0.34 4.98 -2.80
H 0.97 4.48 -1.75
H 2.25 2.41 -4.49
H 2.47 1.56 -2.96
H 1.58 0.81 -4.26
H 3.96 -0.98 -0.91
H 4.86 0.35 -0.21
H 5.28 -1.30 0.20
H 2.26 -2.90 1.63
H 3.95 -2.92 2.14
H 2.70 -2.31 3.22
H 3.92 1.46 2.79
H 4.05 0.02 3.79
H 5.29 0.38 2.60
H 2.07 1.27 4.31
H 1.83 -0.02 6.40
H 0.09 -1.76 6.60
H -1.43 -2.19 4.69
H -1.25 -0.80 2.64
H 0.52 3.11 3.78
H 1.64 5.31 3.95
H 3.23 6.03 2.20
H 3.61 4.59 0.23
H 2.48 2.37 0.08
H -3.49 0.79 1.18
H -5.66 -0.28 0.64
H -6.29 -0.65 -1.71
H -4.77 0.04 -3.53
H -2.58 1.06 -2.97
H -0.46 3.90 1.31
H -0.79 6.34 1.26
H -2.29 7.35 -0.44
H -3.52 5.89 -2.00
H -3.14 3.44 -1.96
C 1.24 -3.98 -6.71
C 0.30 -3.58 -5.58
O 1.05 -2.89 -4.60
P 0.33 -2.50 -3.18
S 1.78 -1.47 -2.28
S -1.49 -1.86 -3.55
O 0.19 -4.01 -2.53
C 0.89 -4.47 -1.39
C 2.36 -4.75 -1.67
H 0.68 -4.41 -7.53
H 1.97 -4.71 -6.35
H 1.79 -3.11 -7.05
H -0.16 -4.46 -5.13
H -0.50 -2.93 -5.95
H 0.36 -5.39 -1.10
H 0.80 -3.75 -0.57
H 2.47 -5.53 -2.41
H 2.85 -5.04 -0.74
H 2.82 -3.83 -2.03
N -1.09 -2.52 0.32
C -1.55 -3.08 1.25
C -2.12 -3.78 2.28
C -1.57 -5.02 2.73
C -2.20 -5.75 3.70
C -3.39 -5.29 4.29
C -3.92 -4.06 3.89
C -3.31 -3.31 2.92
H -0.64 -5.37 2.30
H -1.79 -6.70 4.02
H -3.89 -5.88 5.05
H -4.83 -3.69 4.35
H -3.71 -2.35 2.61

Its LUMO energy (alpha / beta) is 4.220 / 4.220 eV. The spin multiplicity is 2. As for the HOMO-LUMO gap (alpha / beta): 0.145 / 0.244 hartree. The energy above the lowest of the compared OMol25 structures with the same formula, charge and spin is 71.97 kJ/mol. As for the HOMO energy (alpha / beta): 0.28 / -2.43 eV. As for the charge: -2.

***

# 3
Here is C34H46MoN2O3S4Se as an isolated structure from OMol25. Energies are from ωB97M-V/def2-TZVPD.

Atoms and positions in Å:
Mo -1.77 -1.92 -0.50
C 0.62 0.39 6.25
C 0.66 1.47 5.16
C 2.12 1.74 4.75
C 0.08 2.76 5.74
C -0.12 0.98 3.95
C 0.30 -0.19 3.30
C -0.37 -0.61 2.18
Se 0.10 -2.23 1.29
C 1.47 -1.77 0.04
C 2.80 -1.77 0.42
C 3.77 -1.48 -0.54
C 3.34 -1.26 -1.85
C 2.01 -1.29 -2.28
C 1.07 -1.51 -1.27
O -0.27 -1.44 -1.51
C 1.69 -1.03 -3.76
C 0.33 -1.58 -4.20
C 1.71 0.49 -3.98
C 2.74 -1.69 -4.66
C 5.25 -1.41 -0.21
C 5.52 -1.68 1.28
C 6.00 -2.47 -1.03
C 5.78 -0.01 -0.55
C -1.49 0.09 1.69
O -2.03 -0.36 0.52
C -1.99 1.21 2.35
C -1.24 1.63 3.46
C -3.23 2.02 1.95
C -4.20 1.28 1.01
C -2.75 3.30 1.26
C -4.03 2.38 3.21
H 1.17 0.73 7.13
H 1.08 -0.54 5.92
H -0.41 0.18 6.55
H 2.68 2.09 5.61
H 2.17 2.50 3.97
H 2.60 0.83 4.39
H 0.67 3.07 6.60
H -0.95 2.63 6.09
H 0.10 3.58 5.02
H 1.15 -0.75 3.67
H 3.08 -1.99 1.44
H 4.10 -1.04 -2.58
H -0.51 -1.03 -3.77
H 0.22 -2.64 -3.94
H 0.26 -1.50 -5.28
H 0.96 0.99 -3.35
H 1.49 0.72 -5.02
H 2.68 0.91 -3.74
H 2.79 -2.77 -4.49
H 3.74 -1.28 -4.53
H 2.47 -1.53 -5.70
H 5.19 -2.67 1.58
H 5.03 -0.94 1.92
H 6.59 -1.62 1.47
H 5.63 -3.47 -0.81
H 7.06 -2.44 -0.80
H 5.89 -2.30 -2.10
H 5.26 0.76 0.02
H 5.66 0.21 -1.61
H 6.84 0.05 -0.32
H -1.57 2.52 3.96
H -3.79 1.15 0.01
H -5.11 1.88 0.92
H -4.49 0.31 1.41
H -2.18 3.08 0.36
H -2.12 3.90 1.92
H -3.61 3.91 0.98
H -4.36 1.48 3.74
H -4.92 2.94 2.92
H -3.48 3.00 3.91
S -3.43 -2.83 0.81
S -3.64 -4.79 0.84
S -2.41 -5.55 -0.64
S -1.48 -4.00 -1.45
N -4.74 2.29 -5.58
C -5.30 1.31 -4.84
O -6.47 1.01 -4.86
C -4.39 0.57 -3.88
C -4.79 -0.70 -3.48
C -4.03 -1.39 -2.57
N -2.92 -0.87 -2.03
C -2.53 0.36 -2.40
C -3.23 1.10 -3.32
H -5.33 2.76 -6.25
H -3.75 2.39 -5.68
H -5.70 -1.12 -3.89
H -4.31 -2.38 -2.24
H -1.63 0.74 -1.93
H -2.88 2.10 -3.57

Its LUMO energy (alpha / beta) is -8.274 / -8.280 eV. As for the HOMO-LUMO gap (alpha / beta): 0.197 / 0.197 hartree. The energy above the lowest of the compared OMol25 structures with the same formula, charge and spin is 0.00 kJ/mol. As for the HOMO energy (alpha / beta): -13.65 / -13.65 eV. As for the charge: +2.

***

# 4
Here is one molecule with the formula C5H8O from OMol25. Energies are from ωB97M-V/def2-TZVPD.

Atoms and positions in Å:
C 0.93 -0.98 1.05
O -0.37 -0.47 0.71
C -0.52 1.12 0.92
C -0.52 1.83 -0.35
C -0.46 1.02 -1.33
C -0.42 -0.14 -2.04
H 1.02 -1.00 2.13
H 1.00 -2.00 0.65
H 1.71 -0.36 0.61
H -1.45 1.16 1.48
H 0.33 1.34 1.58
H -1.32 -0.52 -2.51
H 0.52 -0.46 -2.50
H -0.44 -0.52 -0.40

Its LUMO energy is 0.722 eV. As for the HOMO-LUMO gap: 0.317 hartree. The energy above the lowest of the compared OMol25 structures with the same formula, charge and spin is 527.18 kJ/mol. As for the HOMO energy: -7.91 eV.

***

- Number 3 is which compound?
  C34H46MoN2O3S4Se